# 1
Computed, not measured: C3H3NO2 in the gas phase in a non-equilibrium geometry, with the ωB97M-V functional and the def2-TZVPD basis.

Cartesian coordinates (Å):
O1 -1.75034 -0.71387 0.73177
C1 -0.57560 -0.36077 0.09851
C2 0.31515 -0.62623 -0.82628
N1 1.21222 0.55289 -0.66159
C3 0.94350 1.27048 0.26487
O2 -0.37641 0.87784 0.75015
H1 -1.73483 -1.71262 0.58875
H2 0.57732 -1.54577 -1.47596
H3 1.38900 2.25806 0.52979

## Properties
M: 85.1 g mol⁻¹
gap between HOMO and LUMO: 10.1 eV
SMILES: Oc1cnco1
ΔE to the lowest compared entry with this formula, charge and spin: 283.30 kJ/mol
maximum force: 7.71 eV Å⁻¹

=====

# 2
Computed, not measured: a molecular structure, Cl3Mg in a non-equilibrium geometry, with the ωB97M-V functional and the def2-TZVPD basis.

Cartesian coordinates (Å):
Mg1 0.07854 0.62545 -0.08926
Cl1 -1.29615 0.57605 -1.93715
Cl2 -0.49949 -0.24461 2.31824
Cl3 1.71712 -0.95687 -0.29182

## Properties
M: 130.7 g mol⁻¹
gap between HOMO and LUMO: 8.1 eV
charge: -1
ΔE to the lowest compared entry with this formula, charge and spin: 67.50 kJ/mol
maximum force: 2.24 eV Å⁻¹

=====

# 3
Computed, not measured: a gas-phase ion, C6H15N4S (charge +1) in a non-equilibrium geometry, with the ωB97M-V functional and the def2-TZVPD basis.

Cartesian coordinates (Å):
C1 0.51776 0.71818 -0.06029
C2 1.50020 1.65042 0.52255
C3 2.83056 0.82371 0.36327
C4 2.51797 -0.49475 -0.35436
C5 0.35804 -1.63139 -0.65225
C6 -3.39278 0.86353 -0.97454
N1 -0.31122 -2.20620 0.50943
N2 -3.06001 0.08188 1.37208
N3 1.05732 -0.42642 -0.41547
N4 -0.73004 0.91142 -0.02121
S1 -2.38695 -0.27803 -0.01117
H1 1.58821 2.46675 -0.16098
H2 1.41382 1.94921 1.50327
H3 3.63580 1.38105 -0.12038
H4 3.26207 0.55156 1.43532
H5 3.06726 -0.41936 -1.31756
H6 2.85128 -1.40603 0.16871
H7 0.34411 -2.28678 1.17909
H8 -0.52396 -1.33766 -1.20408
H9 1.17228 -2.30407 -1.16910
H10 -4.35718 0.51517 -1.06637
H11 -3.58767 1.72164 -0.28553
H12 -3.09236 0.96345 -2.02672
H13 -0.77487 -2.99874 0.09888
H14 -2.97260 -0.51233 2.16235
H15 -0.92708 1.70382 0.52507

## Properties
M: 175.3 g mol⁻¹
gap between HOMO and LUMO: 9.7 eV
charge: +1
ΔE to the lowest compared entry with this formula, charge and spin: 0.00 kJ/mol
maximum force: 4.40 eV Å⁻¹

=====

# 4
Computed, not measured: a molecular structure, C4H8O3, with the ωB97M-V functional and the def2-TZVPD basis.

Cartesian coordinates (Å):
C1 1.93273 0.32862 0.24534
O1 0.50132 0.56881 0.29383
C2 -0.30719 -1.02843 0.19168
O2 0.32270 -1.77487 -0.51642
C3 -1.44295 -0.71437 0.80890
C4 -0.22937 1.24905 -0.80056
O3 -2.53782 -1.54943 0.67053
H1 2.18460 -0.29589 1.11481
H2 2.46242 1.27789 0.33487
H3 2.23666 -0.22330 -0.64919
H4 -1.57285 0.14420 1.45229
H5 0.21003 2.23193 -0.92648
H6 -1.29243 1.35876 -0.53114
H7 -0.20281 0.64323 -1.71531
H8 -2.26505 -2.21618 0.02685

## Properties
M: 104.1 g mol⁻¹
gap between HOMO and LUMO: 8.0 eV
ΔE to the lowest compared entry with this formula, charge and spin: 407.61 kJ/mol
maximum force: 0.87 eV Å⁻¹

=====

# 5
Computed, not measured: a molecular structure, Ca2I, with the ωB97M-V functional and the def2-TZVPD basis.

Cartesian coordinates (Å):
Ca1 -0.68674 -0.38341 -2.63363
Ca2 1.41146 0.32438 2.34657
I1 -0.72471 0.05902 0.28706

## Properties
M: 207.1 g mol⁻¹
gap between HOMO and LUMO (alpha / beta): 2.9 / 9.1 eV
charge: +2
⟨S²⟩: 0.752
maximum force: 0.19 eV Å⁻¹
multiplicity: 2

=====

# 6
Computed, not measured: C18H19N3O5S2 in the gas phase in a non-equilibrium geometry, with the ωB97M-V functional and the def2-TZVPD basis.

Cartesian coordinates (Å):
C1 4.21505 2.21783 1.71338
O1 3.62224 1.38747 0.73821
C2 4.16580 0.17878 0.49574
C3 5.27560 -0.35901 1.14619
C4 5.73010 -1.62400 0.81105
C5 5.10023 -2.37616 -0.16559
C6 3.99878 -1.84707 -0.81909
C7 3.54468 -0.58833 -0.49096
S1 2.12654 0.10722 -1.32675
O2 2.47293 1.36038 -1.92829
O3 1.58748 -0.91179 -2.19022
N1 1.10815 0.39015 -0.02106
C8 0.25107 -0.72677 0.31101
C9 -0.99081 -0.76066 -0.58662
N2 -1.66699 0.52354 -0.59944
S2 -2.64623 0.81006 0.73078
O4 -2.27887 0.02045 1.87018
O5 -2.78361 2.22693 0.89894
C10 -4.20272 0.19403 0.08234
C11 -4.98908 1.06633 -0.64283
C12 -6.19234 0.63578 -1.17824
C13 -6.60498 -0.67488 -0.98401
C14 -5.82198 -1.55364 -0.25956
C15 -4.60681 -1.12190 0.28221
C16 -3.82736 -2.05791 1.00593
N3 -3.27597 -2.91082 1.53680
C17 -0.78639 1.62041 -0.96115
C18 0.42458 1.66466 -0.02915
H1 4.18530 1.75462 2.70440
H2 5.24863 2.46589 1.45405
H3 3.61786 3.12754 1.72228
H4 5.78882 0.19963 1.91257
H5 6.59110 -2.02372 1.32588
H6 5.46260 -3.36022 -0.41653
H7 3.47467 -2.38920 -1.59012
H8 0.83176 -1.64048 0.18162
H9 -0.05908 -0.63071 1.35556
H10 -1.69216 -1.51180 -0.22417
H11 -0.68985 -0.99594 -1.61136
H12 -4.64456 2.08111 -0.75994
H13 -6.80813 1.31941 -1.74200
H14 -7.54318 -1.01286 -1.39727
H15 -6.13622 -2.57472 -0.10279
H16 -1.36557 2.54022 -0.88751
H17 -0.45388 1.46422 -1.99164
H18 1.14718 2.40806 -0.36384
H19 0.09563 1.88785 0.99098

## Properties
M: 421.5 g mol⁻¹
gap between HOMO and LUMO: 8.8 eV
SMILES: COc1ccccc1S(=O)(=O)N1CCN(S(=O)(=O)c2ccccc2C#N)CC1
ΔE to the lowest compared entry with this formula, charge and spin: 221.84 kJ/mol
maximum force: 1.12 eV Å⁻¹

=====

# 7
Computed, not measured: a molecular structure, C6H12O in a non-equilibrium geometry, with the ωB97M-V functional and the def2-TZVPD basis.

Cartesian coordinates (Å):
C1 1.96736 -0.86518 -0.40925
C2 0.65002 -0.19813 -0.07043
O1 0.82540 0.12796 1.32810
C3 0.22143 1.10633 -0.67406
C4 -1.19077 1.10387 0.74455
C5 -1.79685 -0.13420 0.11484
C6 -0.59850 -1.07540 -0.18589
H1 2.77985 -0.13872 -0.28740
H2 2.01286 -1.30535 -1.40518
H3 2.12078 -1.64683 0.34483
H4 0.97988 1.08543 1.32842
H5 1.09719 1.76994 -0.88847
H6 -0.28809 1.02040 -1.65820
H7 -1.12863 0.92892 1.85323
H8 -1.62764 2.07093 0.60772
H9 -2.26961 0.21333 -0.80284
H10 -2.55353 -0.65986 0.71313
H11 -0.69181 -1.51406 -1.18870
H12 -0.50935 -1.88937 0.53560

## Properties
M: 100.2 g mol⁻¹
gap between HOMO and LUMO: 10.1 eV
ΔE to the lowest compared entry with this formula, charge and spin: 302.67 kJ/mol
maximum force: 1.70 eV Å⁻¹

=====

# 8
Computed, not measured: a gas-phase ion, CH11N2Si2 (charge +1) in a non-equilibrium geometry, with the ωB97M-V functional and the def2-TZVPD basis.

Cartesian coordinates (Å):
N1 -1.33399 -0.18609 0.71881
C1 -0.05919 0.07449 -0.01832
N2 0.85945 -1.18983 0.56984
Si1 0.63967 1.68753 0.88059
Si2 -0.43476 -0.28374 -1.90026
H1 -1.85213 0.60304 0.94285
H2 -2.00916 -0.73118 0.18497
H3 1.36182 -1.74102 -0.21879
H4 0.27077 -1.79466 1.16540
H5 1.65054 -0.88202 1.22613
H6 -0.65831 2.44425 1.26705
H7 1.61157 0.80399 1.76699
H8 1.45825 2.53311 -0.15880
H9 -1.03961 -1.54771 -1.81351
H10 0.98142 -0.45623 -2.35650
H11 -1.44637 0.66606 -2.25645

## Properties
M: 107.3 g mol⁻¹
gap between HOMO and LUMO: 10.5 eV
charge: +1
SMILES: NC([NH3+])([SiH3])[SiH3]
ΔE to the lowest compared entry with this formula, charge and spin: 163.57 kJ/mol
maximum force: 2.69 eV Å⁻¹

=====

# 9
Computed, not measured: C3H4OS in the gas phase in a non-equilibrium geometry, with the ωB97M-V functional and the def2-TZVPD basis.

Cartesian coordinates (Å):
C1 -0.79882 0.33576 -0.04165
C2 0.48711 0.91790 -0.10258
C3 -0.99210 -0.99083 0.03302
O1 2.95414 0.04916 0.28357
S1 1.61549 -0.31881 -0.06387
H1 -1.74599 1.06962 -0.10679
H2 0.63524 1.93642 -0.18991
H3 -0.24059 -1.66654 0.25327
H4 -1.91449 -1.33268 -0.06505

## Properties
M: 88.1 g mol⁻¹
gap between HOMO and LUMO (alpha / beta): 7.6 / 7.6 eV
ΔE to the lowest compared entry with this formula, charge and spin: 270.46 kJ/mol
maximum force: 4.31 eV Å⁻¹

=====

# 10
Computed, not measured: C2H3N3O in the gas phase in a non-equilibrium geometry, with the ωB97M-V functional and the def2-TZVPD basis.

Cartesian coordinates (Å):
N1 -2.03220 0.61787 -0.40844
N2 -1.87476 -0.56067 0.02889
C1 -0.85283 0.35821 0.26270
C2 0.65614 0.17296 -0.45864
N3 1.52228 -0.86776 -0.08394
O1 1.85316 0.52881 0.07213
H1 -0.70737 0.68825 1.33384
H2 0.38538 0.34184 -1.52294
H3 1.05021 -1.27951 0.77641

## Properties
M: 85.1 g mol⁻¹
gap between HOMO and LUMO: 10.2 eV
SMILES: N1=NC1[C@@H]1NO1
ΔE to the lowest compared entry with this formula, charge and spin: 581.55 kJ/mol
maximum force: 7.52 eV Å⁻¹

=====

# 11
Computed, not measured: a molecular structure, C7H23AsF6O4 in a non-equilibrium geometry, with the ωB97M-V functional and the def2-TZVPD basis.

Cartesian coordinates (Å):
O1 -0.22938 0.90840 0.61008
H1 0.45023 0.33199 1.03440
H2 -0.58007 0.44613 -0.20534
H3 0.15260 1.80951 0.42136
As1 1.31353 1.31600 3.95499
F1 1.43176 2.29239 2.48934
F2 -0.22049 2.11798 4.30994
F3 1.14738 0.30775 5.34513
F4 2.83605 0.56692 3.53567
F5 2.13090 2.60586 4.82308
F6 0.44683 0.08928 3.00247
C1 0.68438 -2.89340 0.00906
C2 1.91153 -2.00311 0.28827
C3 3.19492 -2.71327 -0.12921
O2 1.78258 -0.80987 -0.49040
H4 0.78759 -3.88535 0.44680
H5 0.45779 -2.95439 -1.05671
H6 -0.14905 -2.41497 0.53243
H7 1.90752 -1.81958 1.36317
H8 3.27287 -3.66496 0.39557
H9 4.07257 -2.11984 0.13086
H10 3.19629 -2.80631 -1.21742
H11 1.66098 -1.07920 -1.40613
C4 -3.33089 -1.18841 -2.34917
C5 -3.07633 0.18374 -1.72904
C6 -3.70997 0.39956 -0.35615
O3 -1.62604 0.27662 -1.53040
H12 -3.08078 -1.94304 -1.60367
H13 -2.75278 -1.27426 -3.26928
H14 -4.39465 -1.30606 -2.56132
H15 -3.31995 0.96968 -2.44562
H16 -4.68236 0.89100 -0.44123
H17 -3.05563 1.01790 0.25290
H18 -3.99829 -0.51777 0.15961
H19 -1.23938 -0.18298 -2.28377
C7 1.18218 3.00856 -1.99882
O4 1.04566 2.99910 -0.57726
H20 0.17902 3.17167 -2.42327
H21 1.75990 3.88461 -2.29698
H22 1.51968 2.06708 -2.42110
H23 0.92129 3.91505 -0.31284

## Properties
M: 360.2 g mol⁻¹
gap between HOMO and LUMO: 10.8 eV
ΔE to the lowest compared entry with this formula, charge and spin: 35.46 kJ/mol
maximum force: 1.96 eV Å⁻¹

=====

# 12
Computed, not measured: a molecular structure, C3H7AsCl4F6O5PY in a non-equilibrium geometry, with the ωB97M-V functional and the def2-TZVPD basis.

Cartesian coordinates (Å):
Y1 -0.75188 0.77988 1.40106
C1 -2.69711 1.98497 -1.20565
O1 -2.41854 2.01533 0.16439
H1 -2.33636 1.05215 -1.66073
H2 -3.78027 2.15228 -1.30272
H3 -2.22379 2.83201 -1.72604
P1 0.29440 2.48904 3.26779
O2 0.33322 0.94040 3.29440
O3 -0.42211 3.53729 4.16203
O4 -1.27934 2.26201 2.95487
O5 0.20554 2.88017 1.72948
As1 1.03267 -0.36538 -0.91180
F1 0.33323 1.27871 -0.58566
F2 0.37414 -0.35526 -2.51648
F3 1.70154 -1.97247 -0.95030
F4 1.52825 -0.20229 0.79273
F5 -0.51162 -0.93903 -0.12111
F6 2.48995 0.36984 -1.55933
C2 -1.68951 -3.29104 3.58215
Cl1 -0.53504 -3.88584 4.83402
Cl2 -0.90438 -2.02153 2.63780
H4 -1.98075 -4.13795 2.96923
H5 -2.53789 -2.91895 4.14759
C3 3.18992 -0.93344 -4.52897
Cl3 1.88149 -1.80862 -5.33670
Cl4 4.19830 -0.01415 -5.67225
H6 2.76950 -0.10639 -3.96540
H7 3.73643 -1.62176 -3.89441

## Properties
M: 573.7 g mol⁻¹
gap between HOMO and LUMO: 2.8 eV
charge: -2
maximum force: 10.07 eV Å⁻¹

=====

| no. | E_tot (eV) |
| --- | --- |
| 1 | -8742.1950 |
| 2 | -43019.4285 |
| 3 | -23251.7060 |
| 4 | -10416.7790 |
| 5 | -44961.7908 |
| 6 | -55350.7968 |
| 7 | -8461.2169 |
| 8 | -19941.6782 |
| 9 | -16055.3067 |
| 10 | -8634.4671 |
| 11 | -92967.7505 |
| 12 | -151030.1334 |